A molecular structure, C22H23BrClIN4O8Zr. Source: OMol25; level of theory: ωB97M-V with the def2-TZVPD basis set.

Last column: Mulliken charge in e.
Cartesian coordinates (Å):
Zr: 0.56604 -0.29755 -0.05837  1.89
C: -3.57238 1.73539 -0.19258  -1.11
C: -3.43700 0.78645 0.96062  0.62
N: -4.49410 0.54241 1.70816  -0.60
C: -4.40304 -0.29984 2.74362  -0.93
C: -3.24204 -0.95191 3.09980  0.86
C: -3.22163 -1.89966 4.27714  -0.96
O: -2.19673 -1.58381 5.21009  -0.51
C: -2.09552 -0.70352 2.31890  0.04
C: -0.84145 -1.33660 2.66846  -0.54
N: 0.23854 -1.13592 2.00276  0.32
C: 1.47732 -1.74840 2.29676  1.18
C: 1.59081 -3.12685 2.75437  -0.81
C: 2.76777 -3.56318 3.22016  -0.72
C: 3.92309 -2.68805 3.34431  -0.69
C: 3.87583 -1.39279 3.01571  -0.87
C: 2.64158 -0.84125 2.43725  0.75
I: 2.30361 1.21406 2.77639  0.12
C: -2.20289 0.17238 1.23391  0.02
O: -1.15217 0.46284 0.43524  -0.47
H: -4.56995 2.16495 -0.18387  0.41
H: -3.42500 1.21315 -1.14087  0.22
H: -2.83569 2.53897 -0.12625  0.31
H: -5.31193 -0.45126 3.31401  0.38
H: -3.02449 -2.91550 3.92879  0.33
H: -4.20589 -1.91010 4.74629  0.44
H: -2.51938 -0.92652 5.83500  0.33
H: -0.81977 -1.97649 3.54700  0.75
H: 0.70923 -3.75130 2.70181  0.60
H: 2.86323 -4.58774 3.55445  0.47
H: 4.83285 -3.09397 3.76629  0.46
H: 4.70731 -0.72473 3.18967  0.47
O: 1.71364 1.16095 -6.34957  -0.50
C: 1.32563 1.36849 -5.08225  0.82
C: 0.53100 2.34803 -4.64960  -1.30
C: 0.14396 2.50037 -3.20238  -0.80
N: 0.17344 0.01600 -2.48139  -0.21
C: 1.44335 -0.15149 -3.11030  0.49
Br: 2.52880 -1.35821 -2.09983  -0.05
C: 1.97631 0.39457 -4.19034  -0.64
H: 1.31664 1.79908 -6.95739  0.36
H: 0.11539 3.05916 -5.35331  0.43
H: -0.61058 3.29016 -3.16340  0.76
H: 2.97976 0.10675 -4.47864  0.46
O: -0.89303 -3.90669 0.78519  -0.50
Cl: -0.14381 -3.70321 -0.42493  1.17
O: -0.82783 -4.14344 -1.59276  -0.49
O: 2.32277 -1.31240 1.08299  -0.52
O: -0.20667 -2.06299 -0.57287  -0.84
C: -0.59270 1.28964 -2.64511  -0.41
N: 1.26919 3.05096 -2.38188  0.32
C: 1.80642 4.32128 -2.89507  -0.88
C: 1.77230 2.56587 -1.28064  -0.05
O: 1.41163 1.50829 -0.69097  -0.85
H: -1.40698 1.11876 -3.34813  0.81
H: -1.04295 1.53127 -1.68256  -0.26
H: -0.42331 -0.77783 -2.71523  0.49
H: 0.99467 5.04056 -2.99430  0.34
H: 2.26728 4.16056 -3.86614  0.34
H: 2.54567 4.71652 -2.20446  0.35
H: 2.58385 3.14536 -0.83970  0.39

## Properties
* total charge: +2
* max |F|: 0.0113 Eh/bohr
* E_HOMO: -0.5189 Eh
* spin multiplicity: 1
* HOMO-LUMO gap: 7.739 eV
* energy above the lowest of the compared OMol25 structures with the same formula, charge and spin: 336.0 kJ/mol